13
Properties=species:S:1:pos:R:3:forces:R:3:lowdin_charge:R:1 method="wB97M-V/def2-TZVPD" charge=0 mol_weight_g_mol=118.157 de_lowest_ev=2.346 smiles="CSC[C@H]1OC1=O" orbital_gap_ev=9.69
C -0.61996 -1.16107 1.60149 3.3 -0.1 -0.2 -0.380
C -0.04431 -0.48082 -1.22004 -1.5 0.7 2.5 -0.394
C 1.06024 1.86461 -0.81586 -0.9 0.4 -0.8 -0.362
C -0.01839 0.90373 -0.53900 -1.4 -1.2 -2.8 -0.288
O 1.72582 2.62568 -1.46285 -0.7 -1.1 1.4 0.156
O 0.97883 1.23870 0.36573 3.1 0.7 1.8 0.117
S 0.14316 -1.82348 0.05428 -0.1 0.2 -0.5 0.783
H -0.49089 -2.02791 2.25445 -0.1 0.2 0.1 0.025
H -1.64424 -0.94410 1.52494 -1.2 0.7 -0.1 0.015
H -1.05298 -0.61463 -1.72016 1.7 0.3 0.0 0.105
H 0.83171 -0.31748 -1.76587 1.1 -1.5 -1.8 0.054
H 0.11935 -0.36650 1.94961 -1.7 -0.7 -0.2 0.055
H -0.98833 1.10326 -0.22672 -1.6 1.3 0.7 0.115